# 1
ORCA calculation (ωB97M-V/def2-TZVPD) on C43H59BiN4O9S4Si as an isolated structure at a distorted geometry.

```
121
Properties=species:S:1:pos:R:3:forces:R:3
Bi 0.730 0.801 1.629 -0.02 -0.53 -0.87
C 3.587 0.476 5.324 0.40 -0.09 -0.49
C 2.744 1.183 4.282 0.13 -1.06 -0.56
S 3.004 0.476 2.689 0.33 0.28 -0.34
C 1.686 1.914 4.596 0.20 -0.07 -0.37
C 1.367 2.192 6.003 -0.66 0.39 1.14
S 0.383 2.394 3.477 0.20 0.84 1.09
H 3.773 1.149 6.153 0.47 -0.01 0.15
H 4.543 0.088 4.870 -0.95 0.39 0.63
H 2.968 -0.350 5.709 0.39 -0.01 -0.14
H 2.075 1.840 6.784 -0.07 0.60 -0.79
H 0.487 1.581 6.211 -0.40 0.34 0.15
H 1.137 3.272 6.081 -0.02 -0.49 0.52
O -3.498 -0.117 1.477 -0.34 0.62 -0.23
H -2.973 -0.801 1.877 0.48 -0.53 0.24
H -2.842 0.496 1.103 -0.14 -0.03 -0.15
C 4.604 -5.664 4.057 0.45 0.31 -1.48
C 3.510 -4.679 4.136 0.05 -0.82 0.43
C 3.363 -3.673 3.249 0.09 0.85 -1.12
C 2.343 -2.755 3.306 0.44 -0.41 0.06
C 1.348 -2.923 4.223 0.66 1.13 -0.40
C 1.466 -3.952 5.105 -0.19 -0.65 1.97
C 2.561 -4.800 5.101 -0.84 0.24 0.29
S 0.104 -1.685 4.353 -1.63 -1.84 -1.75
O 0.488 -0.785 5.397 0.17 0.77 0.36
O -1.065 -2.531 4.616 0.10 1.03 0.08
O 0.022 -1.103 2.950 0.17 -0.10 1.64
H 4.318 -6.503 3.462 -0.65 -1.01 -0.21
H 5.019 -6.025 4.968 0.27 -0.02 0.84
H 5.348 -5.242 3.405 0.96 0.31 0.13
H 4.034 -3.561 2.444 1.08 0.16 -0.75
H 2.441 -1.873 2.732 -0.41 0.46 -0.82
H 0.775 -3.994 5.934 -0.37 -0.24 -0.05
H 2.746 -5.583 5.797 -0.51 -0.42 0.85
N 0.963 4.406 0.230 0.79 -2.53 1.21
C 2.111 3.800 -0.179 0.35 -0.13 -0.86
C 3.136 4.560 -0.970 -2.05 -4.41 2.31
C 4.206 3.795 -1.350 0.00 1.16 0.23
C 4.340 2.451 -1.007 0.99 0.20 -0.19
C 3.360 1.834 -0.294 -0.20 0.04 -0.42
N 2.249 2.472 0.092 -0.37 1.02 0.19
H 0.817 5.295 -0.076 -0.48 2.64 -0.88
H 0.132 3.918 0.626 1.10 -0.01 -0.70
H 2.943 5.555 -1.156 -0.02 1.96 -0.56
H 4.972 4.351 -1.852 0.61 -0.20 -0.46
H 5.260 1.907 -1.193 -0.16 0.06 -0.31
H 3.480 0.768 -0.125 -0.36 0.04 0.36
C -1.661 5.893 -0.739 -1.40 0.92 -1.42
C -1.825 5.561 -2.285 0.77 0.62 1.46
C -2.575 6.677 -3.045 -0.04 1.09 2.43
C -0.438 5.472 -2.897 0.54 -1.08 -0.60
O -2.590 4.407 -2.411 -0.16 -0.82 -0.04
Si -2.149 2.813 -2.085 -0.64 -0.23 0.64
S -1.564 2.418 -0.109 -0.34 0.04 -0.72
O -3.465 1.937 -2.574 -0.22 -0.17 0.25
C -4.861 1.890 -2.262 0.59 -0.67 -0.32
C -5.195 0.418 -1.841 -0.10 0.74 -0.47
C -5.178 2.793 -1.104 -0.86 -0.86 1.45
C -5.547 2.498 -3.538 -0.50 -0.13 1.05
O -1.129 2.509 -3.319 0.86 -0.09 0.05
C -0.357 1.349 -3.711 -1.85 1.03 -0.90
C -0.155 1.625 -5.201 1.13 -0.03 -0.61
C 0.841 1.247 -2.891 1.80 1.52 2.73
C -1.211 0.105 -3.556 -0.63 0.46 -0.34
H -0.880 6.612 -0.526 0.34 0.40 -0.27
H -1.458 5.009 -0.147 -0.57 -0.13 -0.09
H -2.621 6.409 -0.523 0.45 -0.60 0.68
H -2.069 7.662 -2.803 -0.58 -0.92 -0.46
H -3.646 6.754 -2.731 0.85 -0.18 -0.10
H -2.543 6.481 -4.079 0.09 -0.18 -1.39
H 0.037 6.447 -2.880 0.18 0.13 0.01
H -0.525 5.112 -3.912 -0.18 0.30 -0.67
H 0.249 4.694 -2.517 -0.44 0.45 0.66
H -4.681 0.143 -0.916 0.14 0.29 -0.09
H -4.892 -0.292 -2.605 0.03 -0.04 -0.23
H -6.266 0.299 -1.644 -0.03 0.08 -0.16
H -4.543 2.614 -0.219 0.12 0.25 -0.62
H -6.205 2.646 -0.715 0.21 -0.17 -0.44
H -5.154 3.780 -1.465 0.45 1.59 -0.02
H -5.741 1.799 -4.353 0.33 -0.08 0.06
H -4.903 3.336 -3.868 -0.38 -0.48 0.10
H -6.527 2.901 -3.216 0.28 -0.08 -0.32
H 0.504 2.480 -5.431 0.03 -0.19 0.57
H -1.107 1.937 -5.587 -0.58 -0.23 -0.36
H 0.261 0.776 -5.783 -0.38 0.20 0.43
H 1.403 2.229 -2.674 -1.16 -1.05 -0.49
H 1.612 0.630 -3.283 0.48 -1.00 -0.53
H 0.533 0.852 -1.894 0.47 0.27 -0.56
H -2.087 0.231 -4.186 -0.34 0.03 0.07
H -1.542 -0.106 -2.535 0.29 0.08 -0.07
H -0.673 -0.705 -3.984 0.60 -1.08 -0.05
O 3.570 -1.421 -0.622 -0.36 -0.53 0.23
C 2.418 -1.863 -0.496 2.56 0.92 -0.26
N 2.075 -3.123 -0.911 0.46 0.05 -0.92
C 0.725 -3.393 -0.671 -1.72 0.00 1.22
C 0.279 -1.931 -0.193 -0.69 -0.29 0.95
O -0.884 -1.641 0.063 0.75 0.02 -0.57
N 1.389 -1.181 0.014 -1.34 -0.01 -0.35
C -0.135 -3.804 -1.863 1.23 -0.13 -1.04
C -1.436 -4.163 -1.671 -2.00 -0.15 1.41
C -2.337 -4.529 -2.657 0.88 0.73 -0.64
C -1.919 -4.559 -3.973 -1.37 -0.91 0.15
C -0.600 -4.293 -4.168 1.21 0.47 -0.82
C 0.292 -3.859 -3.215 0.23 0.05 1.80
C 0.522 -4.349 0.558 -0.92 0.02 0.67
C 1.201 -5.582 0.633 -1.06 1.76 0.38
C 0.968 -6.471 1.636 -0.32 -0.69 1.61
C 0.043 -6.143 2.686 0.53 -1.00 -1.26
C -0.680 -4.976 2.622 -0.43 1.15 1.24
C -0.389 -4.071 1.604 -0.13 -0.89 -1.52
H 2.805 -3.789 -0.984 0.37 -0.52 -0.10
H -1.911 -4.109 -0.691 0.60 0.03 0.10
H -3.346 -4.660 -2.393 -1.09 -0.35 0.30
H -2.610 -4.860 -4.791 0.70 0.30 0.60
H -0.169 -4.403 -5.118 0.25 -0.03 -1.49
H 1.312 -3.593 -3.502 -0.28 -0.12 0.17
H 1.924 -5.804 -0.075 1.26 -0.51 -1.49
H 1.558 -7.422 1.594 -0.78 0.81 0.45
H -0.176 -6.876 3.436 0.09 -0.26 0.44
H -1.435 -4.575 3.416 1.53 -1.24 -1.43
H -1.092 -3.280 1.529 0.13 1.10 -0.09
```
Positions in Å, forces in eV/Å.

Values from the calculation:
E = -127004.0133 eV
HOMO = -2.50 eV
energy relative to the best compared isomer or geometry (same formula, charge and spin) = 311.3 kJ/mol
largest force on an atom = 5.4 eV/A
total charge = -2
frontier orbital gap = 6.5779 eV



# 2
ORCA calculation (ωB97M-V/def2-TZVPD) on a 8-piece molecular cluster, C39H51N9PS overall at a distorted geometry.

```
101
Properties=species:S:1:pos:R:3:forces:R:3
C 5.088 -3.841 1.307 -5.23 2.78 2.84
C 3.942 -3.307 1.659 4.86 -3.01 -0.46
C 2.560 -2.878 2.409 1.45 -0.14 -1.03
C 1.534 -2.210 1.368 -2.93 1.50 -2.47
C 0.270 -3.011 0.846 0.51 3.61 -1.96
P -0.098 -4.820 1.356 0.35 -0.14 1.61
N -0.663 -4.930 2.859 1.35 -0.28 -1.28
C -0.735 -2.331 -0.162 3.47 2.62 0.82
C -0.459 -0.866 -0.644 1.02 -2.85 1.98
N 0.709 -0.151 -0.150 -0.77 -3.64 1.03
C 1.695 -0.728 0.793 -1.11 -1.40 -0.07
C 2.938 0.223 1.170 -0.68 0.23 0.24
C 4.233 -0.028 0.232 0.38 -0.65 0.19
C 3.900 -0.432 -1.300 1.84 1.15 -0.16
S 4.370 -2.224 -1.687 -0.15 0.50 0.15
H 6.185 -4.215 1.262 -2.65 0.88 -0.23
H 2.102 -3.819 2.920 0.71 1.76 -1.14
H 2.883 -2.161 3.264 -0.76 -1.05 -1.62
H 1.170 -5.517 1.193 -0.87 0.69 -0.37
H -0.971 -5.378 0.349 0.59 0.84 0.23
H 0.044 -5.514 3.359 -0.95 0.61 -0.11
H -1.641 -2.885 -0.590 1.64 0.94 0.73
H -1.169 -0.358 -1.409 1.58 -0.77 1.59
H 0.850 0.819 -0.515 0.06 -1.14 0.66
H 3.146 0.048 2.303 -0.15 0.19 -2.10
H 2.654 1.350 1.091 0.04 -2.03 -0.01
H 4.838 -0.887 0.739 -1.03 1.59 -1.11
H 4.910 0.912 0.189 -1.37 -1.49 0.42
H 2.831 -0.177 -1.646 1.67 -0.90 0.56
H 4.607 0.201 -1.979 -1.44 -1.00 1.25
H 5.657 -2.381 -1.150 -1.36 0.81 -0.36
N -3.176 -2.915 2.962 0.05 0.05 0.05
C -3.553 -2.304 1.795 -0.10 -0.04 0.10
C -4.796 -1.750 1.987 0.12 0.06 -0.25
C -5.182 -2.032 3.319 0.00 -0.07 0.25
C -4.162 -2.749 3.898 0.02 -0.02 -0.10
H -2.306 -3.411 3.109 -0.06 -0.10 0.06
H -2.907 -2.317 0.932 -0.22 0.05 0.16
H -5.364 -1.201 1.249 0.05 -0.07 0.09
H -6.104 -1.742 3.803 0.11 -0.05 -0.06
H -4.054 -3.156 4.892 -0.03 0.08 -0.10
N 0.900 5.211 1.032 0.04 -0.03 -0.08
C 1.582 6.092 0.235 0.04 -0.08 0.01
C 1.878 5.456 -0.946 0.13 0.27 0.08
C 1.351 4.144 -0.862 -0.09 -0.28 0.16
C 0.751 4.023 0.369 0.04 -0.07 0.09
H 0.561 5.408 1.961 0.04 -0.01 -0.22
H 1.798 7.094 0.577 -0.08 -0.10 -0.08
H 2.414 5.887 -1.779 -0.12 -0.02 0.10
H 1.404 3.374 -1.618 -0.02 0.11 -0.01
H 0.232 3.194 0.830 -0.02 0.12 -0.03
N -4.495 -6.342 4.738 0.01 -0.02 0.06
C -5.094 -5.979 5.915 -0.03 0.02 0.00
C -5.730 -7.084 6.427 0.04 0.29 0.10
C -5.502 -8.156 5.529 0.11 -0.13 -0.26
C -4.735 -7.669 4.498 0.00 0.01 -0.07
H -3.961 -5.729 4.141 -0.14 -0.13 0.12
H -5.018 -4.967 6.285 -0.06 -0.13 0.00
H -6.295 -7.118 7.347 0.07 0.01 -0.11
H -5.859 -9.171 5.627 0.05 0.11 -0.01
H -4.341 -8.152 3.615 -0.01 0.03 0.15
N -4.667 -10.626 1.178 0.08 0.02 0.02
C -5.031 -10.699 2.496 -0.07 0.01 0.10
C -4.557 -11.886 3.002 -0.12 0.25 0.10
C -3.877 -12.550 1.951 0.12 0.00 -0.28
C -3.959 -11.748 0.839 0.05 -0.08 -0.06
H -4.886 -9.864 0.554 0.01 -0.21 0.15
H -5.596 -9.903 2.959 0.00 -0.15 -0.04
H -4.685 -12.236 4.016 0.01 0.05 -0.12
H -3.382 -13.509 2.003 -0.06 0.11 -0.02
H -3.576 -11.879 -0.163 -0.05 -0.03 0.12
N 3.878 6.896 -4.334 -0.03 0.03 0.03
C 4.494 7.747 -5.214 0.08 0.04 -0.08
C 3.712 7.831 -6.340 0.26 0.12 0.12
C 2.579 7.006 -6.131 -0.18 -0.20 0.16
C 2.707 6.444 -4.883 -0.07 -0.08 -0.03
H 4.231 6.643 -3.424 -0.04 0.09 -0.25
H 5.434 8.216 -4.964 -0.11 -0.04 -0.07
H 3.930 8.422 -7.218 -0.02 -0.07 0.12
H 1.760 6.842 -6.816 0.09 0.02 0.07
H 2.068 5.762 -4.341 0.04 0.06 -0.10
N 3.201 9.825 1.290 -0.07 -0.05 0.03
C 3.473 10.567 2.410 0.06 0.06 0.12
C 2.960 11.827 2.217 0.14 -0.18 0.22
C 2.351 11.845 0.938 -0.09 -0.15 -0.25
C 2.513 10.595 0.390 -0.06 0.06 -0.12
H 3.465 8.862 1.151 0.01 0.28 0.04
H 4.007 10.136 3.243 -0.05 0.09 -0.09
H 3.015 12.645 2.921 0.00 -0.11 -0.08
H 1.850 12.679 0.469 0.06 -0.11 0.05
H 2.200 10.189 -0.561 0.04 0.09 0.08
N -1.676 4.080 -7.478 0.01 -0.01 -0.02
C -0.478 4.695 -7.225 0.10 0.00 0.07
C 0.421 4.280 -8.180 0.02 0.18 0.25
C -0.262 3.388 -9.042 -0.25 -0.16 -0.07
C -1.555 3.286 -8.587 0.00 -0.09 -0.03
H -2.516 4.196 -6.933 0.19 0.01 -0.17
H -0.368 5.371 -6.390 0.01 -0.05 -0.11
H 1.455 4.587 -8.249 -0.12 -0.02 0.02
H 0.146 2.877 -9.903 -0.07 0.07 0.09
H -2.396 2.717 -8.955 0.12 0.07 0.01
```
Positions in Å, forces in eV/Å.

Values from the calculation:
E = -74787.2548 eV
HOMO = -9.48 eV
largest force on an atom = 6.6 eV/A
total charge = +1
frontier orbital gap = 4.1952 eV



# 3
ORCA calculation (ωB97M-V/def2-TZVPD) on a single C16H19N3O4S molecule at a distorted geometry.

```
43
Properties=species:S:1:pos:R:3:forces:R:3
C -3.651 -0.185 -2.146 -0.74 1.15 0.25
C -2.691 -1.260 -2.500 0.10 -0.36 -1.17
N -2.447 -1.991 -1.291 1.38 -0.84 0.01
C -1.312 -1.807 -0.524 -0.10 -0.73 0.70
S -1.692 -1.578 1.109 0.72 0.13 0.04
N -0.019 -1.924 -1.024 -1.63 0.23 1.19
C 0.308 -2.583 -2.302 0.54 0.40 -0.35
C 0.521 -4.086 -2.185 -2.25 0.26 0.24
O -0.754 -4.726 -1.947 0.56 0.00 0.05
C 1.127 -1.642 -0.079 -0.75 -0.83 -0.97
C 1.633 -0.243 -0.364 0.03 1.83 0.75
C 0.648 0.838 0.100 2.60 0.56 1.57
C 1.024 1.756 1.093 -2.08 -2.34 -3.15
C 0.079 2.710 1.450 -1.47 2.95 1.80
C 0.353 3.579 2.489 -2.71 -1.09 -2.95
C 1.540 3.541 3.173 3.06 -2.10 0.47
C 2.481 2.559 2.838 -0.05 2.76 3.14
C 2.251 1.689 1.780 1.62 -1.78 -0.91
N 3.176 0.819 1.438 -0.54 0.29 0.22
C 2.962 -0.058 0.386 2.66 -0.80 0.28
O 3.950 -0.754 0.105 -1.83 0.29 -0.56
O 1.560 4.457 4.182 -1.22 0.09 -0.94
C 0.336 5.236 3.946 -0.23 0.63 0.22
O -0.489 4.520 3.009 0.90 0.34 0.71
H -4.600 -0.653 -1.869 0.04 0.27 0.37
H -3.247 0.464 -1.330 -0.48 -0.61 -0.49
H -3.880 0.448 -2.992 0.00 0.26 -0.31
H -1.773 -0.804 -2.872 0.08 -0.24 0.03
H -3.111 -1.917 -3.302 0.42 0.40 0.52
H -3.267 -2.078 -0.689 0.54 0.20 -0.22
H -0.428 -2.365 -3.109 0.34 -0.25 0.88
H 1.258 -2.158 -2.656 -0.10 0.16 0.11
H 0.875 -4.455 -3.125 0.18 -0.28 -0.61
H 1.218 -4.371 -1.429 0.65 0.01 0.67
H -1.065 -4.513 -1.053 0.22 0.01 -0.33
H 0.884 -1.767 0.993 -0.38 0.06 -0.80
H 1.885 -2.391 -0.314 0.22 0.28 -0.04
H 1.814 -0.101 -1.455 -0.01 -0.21 0.65
H -0.310 0.933 -0.343 -0.77 -0.04 -0.38
H -0.858 2.773 0.902 0.07 0.01 0.26
H 3.351 2.446 3.497 -0.19 0.00 -0.67
H -0.222 5.412 4.877 0.33 -0.54 -0.18
H 0.583 6.231 3.534 0.26 -0.55 -0.07
```
Positions in Å, forces in eV/Å.

Values from the calculation:
E = -40393.0151 eV
HOMO = -7.87 eV
energy relative to the best compared isomer or geometry (same formula, charge and spin) = 532.1 kJ/mol
largest force on an atom = 4.4 eV/A
total charge = 0
frontier orbital gap = 6.4706 eV
SMILES = CCNC(=S)N(CCO)C[C@H]1C=c2cc3c(cc2=NC1=O)OCO3